Below is a 8-piece molecular cluster, C28H40N8O12 overall in a non-equilibrium geometry, with properties calculated with ωB97M-V/def2-TZVPD.

```
88
Properties=species:S:1:pos:R:3:forces:R:3
C -2.910 -0.427 0.915 -0.4214 1.6283 0.8846
C -3.433 -0.535 2.223 2.3003 -3.3052 -1.1091
C -3.384 -1.868 2.753 -1.2308 3.0803 -1.1382
C -2.963 -2.959 1.984 -1.1452 0.5847 0.7338
C -2.522 -2.818 0.662 0.9990 2.5265 0.2472
C -2.425 -1.463 0.137 -0.0256 -1.7038 1.0340
O -1.789 -1.198 -1.078 -0.8678 -2.3557 0.0383
O -4.078 -1.948 3.932 0.1820 -2.0674 0.6717
H -2.850 0.573 0.511 0.1162 0.1869 -0.2633
H -3.642 0.224 2.962 -0.3658 0.5913 -0.7287
H -3.187 -3.888 2.488 0.5256 -0.5408 -0.3637
H -2.003 -3.645 0.198 -0.4210 -0.1565 -0.3919
H -1.391 -0.331 -1.184 0.4438 0.9129 0.6534
H -3.838 -1.291 4.589 0.2126 0.1686 -0.2802
C -1.087 4.314 0.290 -0.4429 -0.5144 1.8214
C -1.157 5.216 -0.713 -0.1396 1.4071 -0.3877
C -0.998 6.595 -0.435 -0.0133 0.0855 -1.3537
C -0.933 7.000 0.893 0.0178 -0.2086 0.2165
C -0.937 6.062 1.933 -0.0655 -1.3476 -0.1315
C -1.034 4.701 1.658 0.8624 0.8536 -2.2284
O -0.948 3.697 2.537 -0.7390 -0.8499 0.5247
O -0.868 7.451 -1.579 -0.4192 -1.0972 2.0888
H -1.093 3.263 0.041 -0.2225 -0.2175 0.1154
H -1.420 4.819 -1.682 0.5049 0.4703 -0.4210
H -0.902 8.009 1.276 0.2017 0.4243 -0.7273
H -0.787 6.338 2.966 -0.1870 0.3955 0.0603
H -0.341 3.870 3.260 0.5452 0.1715 0.3525
H -0.612 8.301 -1.212 0.0071 0.3253 -0.1927
C 1.204 -4.695 -3.189 0.4230 -0.1716 -0.3570
C 1.837 -4.699 -4.403 -1.1583 -0.1465 0.9659
C 1.472 -3.703 -5.372 2.2249 -1.0794 -1.5085
C 0.662 -2.620 -5.017 -0.2053 -0.3041 0.1076
C 0.113 -2.654 -3.762 -1.0886 4.4197 -3.9575
C 0.312 -3.620 -2.894 -0.0562 -2.6408 4.2683
O -0.309 -3.507 -1.716 1.7646 -2.4283 -0.6569
O 2.065 -3.871 -6.598 -0.8709 0.1850 2.2066
H 1.417 -5.481 -2.479 -0.1103 0.1273 0.2290
H 2.535 -5.507 -4.565 0.0734 0.1973 -0.6322
H 0.466 -1.837 -5.734 -0.1860 0.0826 0.1588
H -0.558 -1.867 -3.451 -0.0378 0.3438 -0.1971
H -0.813 -2.702 -1.576 -0.8215 1.4506 -0.1798
H 1.977 -3.079 -7.133 -0.2142 0.3053 -0.3423
C -1.037 0.971 -6.602 -1.4121 1.1390 -0.1353
C 0.030 0.700 -5.767 0.1660 0.1580 0.9341
C 0.064 1.202 -4.451 0.2440 1.2265 -0.0503
C -0.980 2.041 -4.073 -1.1725 0.1925 0.1236
C -2.104 2.277 -4.866 0.4167 -0.8569 -1.5134
C -2.167 1.734 -6.163 1.3302 -0.6345 1.2308
O -3.297 1.850 -6.908 0.4570 -0.3123 -0.8426
O 1.188 1.171 -3.618 -0.6513 -0.9486 -1.3472
H -0.933 0.748 -7.654 -0.3147 -0.4129 -0.0614
H 0.849 0.126 -6.175 0.3115 0.2031 0.0711
H -0.991 2.547 -3.119 0.4222 -0.0993 0.2599
H -2.958 2.887 -4.609 0.1457 0.1668 0.6736
H -3.804 2.637 -6.694 0.0745 0.1074 0.2394
H 0.858 1.199 -2.717 -0.0285 0.0479 0.6345
C 3.011 -1.510 3.895 -2.6173 0.0907 -2.6377
O 2.070 -1.266 3.118 -0.3879 -0.1772 1.3506
N 4.116 -0.889 3.834 4.7259 4.9796 -1.2529
N 3.085 -2.447 4.767 -1.8853 -3.4693 1.9615
H 4.976 -1.186 4.273 -0.4137 0.3206 0.2297
H 3.956 0.104 3.736 0.8573 0.1146 -0.6176
H 4.037 -2.732 4.945 -0.7350 -0.8197 0.7096
H 2.263 -3.025 4.665 0.5933 -1.1590 0.7270
C 1.794 -5.307 2.077 -1.5172 -5.4103 -0.3663
O 1.333 -6.480 1.990 1.3673 1.5413 0.5903
N 1.109 -4.368 1.490 -2.9903 2.6115 -1.5991
N 2.908 -4.985 2.645 3.6073 0.8653 1.9662
H 0.219 -4.837 1.398 -0.5610 0.6494 -0.6470
H 1.024 -3.426 1.845 0.3745 0.0247 0.1996
H 3.267 -4.043 2.580 -0.0373 -0.2890 -0.0957
H 3.525 -5.702 2.998 -0.2693 0.0826 -0.1290
C 1.071 2.657 5.047 -1.1771 -1.5299 -0.2286
O 1.166 3.355 4.113 0.4028 3.7179 -5.1270
N 0.330 1.581 5.062 -1.8056 -2.7969 0.0990
N 1.693 2.893 6.123 3.3083 1.1296 5.7051
H 0.355 1.027 5.906 -0.5820 -0.4001 -0.6991
H -0.143 1.341 4.203 -0.1403 -0.2852 0.5145
H 2.284 3.710 6.175 -0.1955 -0.2240 0.0656
H 1.594 2.304 6.937 0.2096 0.3942 -0.0862
C 0.578 0.482 0.311 -1.3430 2.2086 2.3595
O 0.037 0.745 -0.775 0.7467 -0.1477 -0.5699
N 0.718 -0.706 0.867 -0.4243 -3.3483 -1.8729
N 0.833 1.400 1.293 0.5027 0.9093 -0.2324
H 1.178 -0.964 1.728 0.2348 0.6048 0.0168
H 0.396 -1.470 0.291 0.1244 -0.0276 0.1306
H 0.908 1.030 2.230 0.2460 0.3434 -0.2730
H 0.746 2.403 1.209 -0.1562 -0.2693 -0.2375
```
Forces are in eV/Å.

net charge: +1
HOMO (alpha / beta): -9.410 / -9.410 eV
gap between HOMO and LUMO (alpha / beta): 6.71 / 2.97 eV
LUMO (alpha / beta): -2.695 / -6.443 eV
spin multiplicity: 2
<S²>: 0.77
calculated total energy: -66168.6298 eV